The following is a quantum chemistry calculation of a 6-piece molecular cluster, C4H17NO8 overall at a distorted geometry, from OMol25.

```
! wB97M-V def2-TZVPD RIJCOSX def2/J DEFGRID3
* xyz -1 2
O 1.14863 -0.44382 -3.67899
C 0.89718 -0.08594 -2.50422
N -0.28902 0.72153 -2.39752
C -1.37921 0.59967 -1.48586
O -2.43628 1.09155 -1.70345
C 1.60132 -0.45184 -1.23695
C 1.86873 -1.92911 -1.06599
O 1.66723 -2.47590 0.24882
H -0.27267 1.27672 -3.12498
H -1.17493 0.07193 -0.50749
H 0.91641 -0.19408 -0.49085
H 2.46819 0.16847 -0.98635
H 1.29078 -2.70080 -1.63708
H 2.94802 -2.21075 -1.13946
H 1.03834 -1.94081 0.73884
H -1.95269 -1.15477 2.73613
H -3.00239 -1.13111 1.72509
O -2.44194 -1.72413 2.21240
H -1.56352 -1.68913 0.59398
H -0.69667 -2.76523 -0.04306
O -0.71135 -1.81635 0.11763
H -1.26277 3.17535 1.25096
H -0.48432 3.23230 -0.21741
O -0.86832 2.71040 0.47184
H 1.42557 2.83228 1.21780
H 2.13395 1.89895 2.22018
O 1.48415 2.01543 1.60452
H -0.39952 0.99452 3.00553
H -0.78980 1.07163 1.58927
O -1.16309 0.85306 2.48669
*
```

The highest occupied orbital energy (spin up / spin down) is 0.23 / -7.22 eV. As for the LUMO energy (spin up / spin down): 2.905 / 2.802 eV. The value obtained for the molar mass is 207.2 g/mol.